No. 1
# C3H35O15

15 unconnected molecules or ions with the total composition C3H35O15 (the ωB97M-V functional and the def2-TZVPD basis, the OMol25 dataset).

Last column: Mulliken charge in e.
Element x y z (Å)
O (4.05, -2.51, 0.27)  -0.5518
H (-4.02, 2.13, -0.09)  0.3184
H (-0.13, -3.19, 2.06)  0.3847
H (4.69, -3.20, 0.20)  0.2380
H (-1.47, 1.44, 0.69)  0.4152
H (2.19, -0.41, -0.14)  0.2492
O (0.75, -2.47, -0.93)  -0.7273
H (-3.28, -0.16, 1.66)  0.4973
O (0.44, 0.99, -3.23)  -0.8041
H (-0.22, 2.22, 1.66)  0.6786
H (0.76, -1.49, -0.86)  -0.2326
C (1.62, -0.01, 0.74)  -1.4767
O (-2.30, 1.66, -1.75)  -0.7647
O (-1.79, 4.11, -0.23)  -0.7846
H (-0.68, -4.38, 1.52)  0.2477
O (2.70, -0.74, -2.78)  -0.6400
H (4.84, 0.55, 0.19)  0.2925
H (-2.12, 2.55, -1.46)  0.4622
O (4.88, 0.07, -0.61)  -0.6097
O (-0.07, 0.02, -0.79)  0.9467
O (-3.79, 0.28, 2.33)  -0.6961
H (-4.60, -0.20, 2.36)  0.2996
H (3.35, -2.97, 0.72)  0.2610
O (0.00, -3.78, 1.31)  -0.6383
H (-1.50, -0.71, 0.32)  0.1588
O (-1.13, -2.10, 3.17)  -0.7294
H (-1.15, 3.47, 0.19)  0.3321
H (-1.40, -1.43, 3.77)  0.3342
O (2.97, 2.53, -0.35)  -0.7162
H (-0.87, 0.59, 2.07)  -0.0287
H (-2.96, -0.80, -0.31)  0.3290
H (-2.60, 3.79, 0.21)  0.3998
H (2.54, 1.73, -0.12)  0.3826
H (-0.66, -1.72, -3.01)  0.3862
H (2.29, 0.54, 1.43)  0.5655
H (4.71, -0.79, -0.29)  0.3433
C (-0.54, 1.29, 1.27)  -2.1110
H (2.29, 0.07, -2.99)  0.2916
O (-1.53, -1.40, -2.63)  -0.7849
H (2.39, 3.29, -0.17)  0.3181
H (-1.58, 1.19, -1.36)  0.1082
H (-4.02, 1.59, 1.26)  0.3208
H (0.42, -2.79, -0.10)  0.5551
O (-3.88, 2.43, 0.79)  -0.7169
H (-1.57, -1.80, 2.36)  0.3318
O (-2.39, -1.09, 0.41)  -0.9948
H (0.70, 1.70, -0.33)  0.6725
H (3.36, -0.44, -2.13)  0.3182
H (-1.25, -1.04, -1.80)  0.1026
H (0.25, 0.65, -2.34)  0.1350
H (1.13, -0.83, 1.34)  0.1655
C (0.47, 0.86, 0.23)  0.8580
H (-0.31, 0.74, -3.75)  0.3078

energy relative to the best compared isomer or geometry (same formula, charge and spin): 93.5 kJ/mol
electronic energy: -34393.7290 eV
orbital gap: 7.91 eV
total charge: -1
max |F|: 0.0743 hartree/bohr

=====

No. 2
# C2H6INO

2 unconnected molecules or ions with the total composition C2H6INO (the ωB97M-V functional and the def2-TZVPD basis, the OMol25 dataset).

Last column: Mulliken charge in e.
Element x y z (Å)
H (0.82, -2.00, 0.52)  0.2637
N (1.12, -0.05, -0.54)  -0.4795
H (0.20, 0.31, -0.31)  0.3936
C (0.08, 2.45, 0.38)  -0.2482
H (2.21, -1.81, -0.62)  0.2183
C (1.12, -1.47, -0.48)  -0.6297
H (0.43, -1.83, -1.32)  0.2858
O (-0.58, 1.67, -0.28)  -0.4867
H (-0.12, 2.46, 1.55)  0.2681
H (0.62, 3.41, 0.11)  0.3059
I (2.52, 0.88, 0.52)  0.1088

energy relative to the best compared isomer or geometry (same formula, charge and spin): 128.5 kJ/mol
electronic energy: -13806.6878 eV
orbital gap: 8.58 eV
max |F|: 0.0805 hartree/bohr
SMILES string: C=O.CNI

=====

No. 3
# C31H25FeN6O3S6Si

A molecular structure, C31H25FeN6O3S6Si (the ωB97M-V functional and the def2-TZVPD basis, the OMol25 dataset).

Last column: Mulliken charge in e.
Element x y z (Å)
C (-1.04, 3.63, -3.34)  -0.1937
C (1.95, -0.66, 2.46)  0.2088
Fe (-0.59, 0.67, 1.21)  0.2214
H (0.63, 4.27, 5.62)  0.3648
H (-0.82, -4.31, -3.57)  0.4342
C (0.30, 3.22, 2.39)  0.4230
S (4.27, -2.98, 5.20)  -0.3435
C (0.96, -1.37, 3.05)  0.1604
C (-0.75, 3.19, -2.05)  0.2674
N (-2.59, 0.53, 0.70)  0.2865
H (0.79, -3.57, -3.52)  0.3178
H (0.75, -3.05, 0.93)  0.5803
C (4.01, -4.09, 0.89)  -0.5116
O (0.22, -1.45, -1.29)  -0.1244
C (-0.54, 2.57, 4.96)  -1.0840
C (-2.35, -2.60, -1.20)  -0.7977
C (4.48, -3.40, -0.22)  -0.7458
C (-0.11, -3.77, -2.93)  -1.3359
C (-0.43, 4.79, -3.79)  -0.5958
H (1.38, 5.65, -1.02)  0.4823
H (4.69, -4.69, 1.47)  0.4189
O (3.95, -2.59, -3.50)  -0.7165
H (-3.10, -0.07, 2.59)  0.0229
H (-1.91, -1.61, -4.48)  0.4156
Si (-0.91, -2.20, -2.31)  0.7918
C (0.45, 5.51, -2.96)  -0.4985
C (3.16, -2.21, 4.21)  0.0828
C (2.68, -3.99, 1.29)  -1.0238
C (1.52, -1.62, -1.45)  -1.0903
H (5.51, -3.47, -0.54)  0.4191
C (-4.73, -0.41, 1.27)  -0.9585
H (-1.46, 0.93, 3.96)  0.2416
H (-0.62, 5.14, -4.79)  0.3719
H (-2.33, -1.96, -0.32)  -0.0110
S (1.74, 0.46, 1.16)  -0.2227
C (3.57, -2.61, -0.90)  0.1288
N (-2.29, 1.31, -1.57)  -0.4560
C (0.15, 3.23, 0.06)  -0.1164
S (3.74, -1.68, -2.40)  1.2584
H (-5.37, -0.82, 2.04)  0.4421
N (2.17, -1.16, -2.46)  -0.4598
H (-3.31, -2.46, -1.70)  0.3468
S (1.47, -2.47, 4.30)  -0.1816
H (-1.83, -0.19, -3.39)  0.1936
H (-1.73, 3.08, -3.96)  0.4716
H (-4.55, 0.32, -2.03)  0.4471
H (0.91, 6.42, -3.34)  0.3669
H (1.36, 4.83, 3.31)  0.4427
H (-0.37, -0.77, -4.21)  0.2806
N (0.66, 3.71, 1.19)  -0.6545
C (0.72, 3.98, 3.52)  -0.7599
C (-5.14, -0.33, -0.07)  -0.1687
C (-4.28, 0.21, -0.99)  -0.8566
C (0.13, 3.92, -1.21)  -0.2008
S (-0.71, -1.31, 2.56)  -0.6848
C (2.26, -2.48, -0.50)  1.4013
C (-1.23, 2.08, -1.25)  -0.2474
O (4.65, -0.59, -2.25)  -0.6939
C (0.31, 3.67, 4.78)  -0.1563
C (0.72, 5.09, -1.67)  -0.2552
C (1.78, -3.17, 0.60)  -0.1876
H (-6.12, -0.67, -0.38)  0.3717
S (3.55, -0.99, 3.08)  -0.1072
C (-1.31, -1.08, -3.74)  -0.9565
C (-0.87, 1.83, 3.86)  -0.0731
H (-0.89, 2.27, 5.94)  0.4022
N (-0.46, 2.10, 2.60)  0.4562
H (-2.29, -3.64, -0.86)  0.4468
H (0.16, -4.43, -2.11)  0.3011
N (-0.59, 2.09, -0.07)  0.4592
C (-2.99, 0.70, -0.61)  0.3181
C (-3.47, 0.02, 1.58)  -0.0646
H (2.35, -4.53, 2.17)  0.4877

energy relative to the best compared isomer or geometry (same formula, charge and spin): 4.3 kJ/mol
electronic energy: -154918.5470 eV
⟨S²⟩: 0.776
orbital gap (alpha / beta): 4.53 / 5.80 eV
total charge: -2
multiplicity: 2
max |F|: 0.0058 hartree/bohr

=====

Number 1: molar mass 311.30 g mol⁻¹. Number 2: molar mass 186.98 g mol⁻¹. Number 3: molar mass 805.91 g mol⁻¹.